1.
Molecular formula: C5H10BNO
Method: DFT, wB97M-V/def2-TZVPD

Geometry as ORCA input:
```
! RIJCOSX wB97M-V def2-TZVPD def2/J DEFGRID3
* xyz 0 1
C -2.5974 1.0494 -0.0943
C -1.4899 0.4966 0.3648
C -0.9320 -0.8927 0.0485
C 0.5373 -0.7859 -0.4095
C 1.5452 -0.8156 0.8349
O 2.2493 0.3790 0.7870
B 2.0434 1.0162 -0.3748
N 1.0041 0.4379 -1.0939
H -3.2673 0.5245 -0.7012
H -3.0585 1.8812 0.3294
H -0.8210 1.0989 1.0199
H -0.9867 -1.5804 0.9161
H -1.5569 -1.2996 -0.7631
H 0.7659 -1.6685 -1.0336
H 1.1160 -0.9088 1.9389
H 2.1489 -1.7498 0.7682
H 2.6148 2.0115 -0.5161
H 0.6849 0.8059 -2.0214
*
```

energy relative to the best compared isomer or geometry (same formula, charge and spin)	17.7	kcal/mol
orbital gap	10.13	eV
largest force on an atom	2.6	eV/A
SMILES	C=CC[C@@H]1COBN1
HOMO energy	-0.3429	Eh

Mulliken atomic charge list, values in e, 4 entries: -0.902, -0.010, -0.722, 0.172

***

2.
Molecular formula: C5H10BNO2
Method: DFT, wB97M-V/def2-TZVPD

Geometry as ORCA input:
```
! RIJCOSX wB97M-V def2-TZVPD def2/J DEFGRID3
* xyz 0 1
C -0.9231 -0.8019 -2.1925
C 0.2774 -0.7321 -1.6208
B 0.6900 -1.8192 -0.5448
O 1.6795 -1.5512 0.3501
O 0.0419 -3.0457 -0.4837
H -1.5713 -1.4773 -1.6405
H -1.3145 -0.2790 -3.0744
H 1.0527 0.0200 -1.9731
H 2.0521 -2.3313 0.7364
H 0.3768 -3.8198 -0.0893
C -1.4615 2.2763 1.0895
C -0.3848 1.1471 0.8087
C 0.8224 1.3802 1.1969
N 1.9454 1.7864 1.1940
H -1.7125 2.4799 0.0633
H -2.1976 1.8501 1.8011
H -1.0407 3.1027 1.5721
H -0.7935 0.1853 0.8000
H 2.4614 1.6296 2.0072
*
```

energy relative to the best compared isomer or geometry (same formula, charge and spin)	38.3	kcal/mol
orbital gap	8.58	eV
largest force on an atom	3.4	eV/A
SMILES	C=CB(O)O.CC=C=N
HOMO energy	-0.3041	Eh

Mulliken atomic charge list, values in e, 4 entries: -0.556, -0.281, 0.716, -0.515

***

3.
Molecular formula: C5H10BNOS
Method: DFT, wB97M-V/def2-TZVPD

Geometry as ORCA input:
```
! RIJCOSX wB97M-V def2-TZVPD def2/J DEFGRID3
* xyz 0 1
C 2.3466 0.2247 0.0608
C 1.1808 -0.7707 0.1642
C 0.1214 -0.5981 -0.9250
C -1.2972 -0.9779 -0.3940
B -1.9319 0.2147 0.4133
O -2.1494 0.1196 1.7569
N -2.3060 1.4938 -0.2397
C -1.5127 2.3993 -0.1427
S -0.4413 3.5442 -0.2486
H 1.9854 1.2318 -0.1358
H 3.0489 -0.1132 -0.6993
H 2.8671 0.2412 1.0188
H 1.5634 -1.7918 0.1279
H 0.7435 -0.6556 1.1616
H 0.3252 -1.2642 -1.7633
H 0.1103 0.4209 -1.3143
H -1.9273 -1.3139 -1.2180
H -1.1524 -1.8305 0.2759
H -1.5743 -0.5744 2.1012
*
```

orbital gap	10.03	eV
largest force on an atom	1.1	eV/A
SMILES	CCCCB(O)N=C=S
HOMO energy	-0.3479	Eh

Mulliken atomic charge list, values in e, 4 entries: -1.204, -0.190, -0.554, -0.705

***

4.
Molecular formula: C5H10BNS
Method: DFT, wB97M-V/def2-TZVPD

Geometry as ORCA input:
```
! RIJCOSX wB97M-V def2-TZVPD def2/J DEFGRID3
* xyz 0 1
B -2.1378 0.3133 1.0622
C -1.3070 0.3454 -0.2045
C -1.9352 0.4241 -1.4344
N 0.0340 0.3884 0.0366
C 0.9113 -0.5515 -0.0505
C 0.4879 -2.0194 -0.2049
S 2.5739 -0.2208 -0.0192
C 2.6227 1.5305 0.3127
H -3.0479 0.9898 1.1875
H -1.8435 -0.2519 1.9686
H -2.9021 0.7572 -1.3021
H -1.6121 0.1571 -2.5364
H -0.3200 -2.1741 -0.9048
H 0.1119 -2.2632 0.8066
H 1.3610 -2.5114 -0.4541
H 3.5372 1.7910 0.9309
H 2.7856 2.1191 -0.6182
H 1.6668 1.7380 0.8008
*
```

energy relative to the best compared isomer or geometry (same formula, charge and spin)	25.3	kcal/mol
orbital gap	8.75	eV
largest force on an atom	3.7	eV/A
SMILES	BC(=C)/N=C(\C)SC
HOMO energy	-0.3130	Eh

Mulliken atomic charge list, values in e, 4 entries: 0.204, 0.131, -0.852, -0.498

***

5.
Molecular formula: C5H10BrCl2N2O4P3S
Method: DFT, wB97M-V/def2-TZVPD

Geometry as ORCA input:
```
! RIJCOSX wB97M-V def2-TZVPD def2/J DEFGRID3
* xyz 0 1
N -3.3156 -0.2351 -1.2163
C -2.2226 -0.4747 -0.7407
O -1.0113 -0.3097 -0.0058
C 0.0860 0.0968 -0.8801
O 0.3102 1.5489 -0.8346
C -0.5268 2.2364 -1.7819
O -1.7262 2.5412 -1.5073
P 0.0569 2.8322 -3.5190
S 0.2028 4.7757 -3.4764
P 1.6636 -0.6476 -0.0440
N 1.5765 -2.2424 0.1180
P -0.0157 -0.6018 -2.6492
O -0.4490 -2.2565 -2.6433
Br 2.0946 -0.5952 -3.5677
H 1.2831 2.1823 -3.9246
H -0.9962 2.5150 -4.4645
H 1.7404 -0.0709 1.2676
H 2.8414 -0.2153 -0.7703
H 0.6876 -2.5674 -0.3025
H -1.0947 -2.3418 -3.3909
Cl 0.6053 -2.7388 4.2784
C -0.1615 -1.2534 4.8900
C -0.3470 -0.2151 3.8011
Cl 1.2062 0.4546 3.2391
H 0.4477 -0.8700 5.7107
H -1.1340 -1.5422 5.2942
H -0.9320 0.6234 4.1838
H -0.8694 -0.6289 2.9363
*
```

orbital gap	7.69	eV
largest force on an atom	6.4	eV/A
SMILES	N#CO[C@@](OC(=O)[PH2]=S)([PH2]=N)P(O)Br.ClCCCl
HOMO energy	-0.3273	Eh

Mulliken atomic charge list, values in e, 4 entries: -0.442, 0.412, -0.125, 0.154

***

6.
Molecular formula: C5H10BrN2
Method: DFT, wB97M-V/def2-TZVPD

Geometry as ORCA input:
```
! RIJCOSX wB97M-V def2-TZVPD def2/J DEFGRID3
* xyz 1 1
C -1.3753 -1.6838 0.8153
C -0.7517 -1.0495 -0.4326
C -0.7782 0.5301 -0.4145
N 0.5996 0.8887 -0.1843
C 1.0835 2.2946 -0.0151
C 1.4476 -0.1088 -0.0955
Br 3.2504 -0.1023 0.1122
N 0.6934 -1.3932 -0.5241
H -1.6166 -2.7909 0.7737
H -2.3445 -1.3443 0.9583
H -0.9379 -1.3708 1.6772
H -1.3292 -1.2170 -1.3815
H -1.0145 1.0673 -1.4085
H -1.5703 0.7322 0.2756
H 1.8981 2.1906 0.5657
H 1.4074 2.7300 -1.0837
H 0.1884 2.7963 0.4205
H 1.1499 -2.1693 -0.0588
*
```

energy relative to the best compared isomer or geometry (same formula, charge and spin)	51.1	kcal/mol
orbital gap	9.99	eV
largest force on an atom	6.3	eV/A
SMILES	C[C@H]1CN(C)C(Br)=[NH+]1
HOMO energy	-0.5186	Eh

Mulliken atomic charge list, values in e, 4 entries: -1.529, 0.243, -0.724, 0.120

***

7.
Molecular formula: C5H10BrOP
Method: DFT, wB97M-V/def2-TZVPD

Geometry as ORCA input:
```
! RIJCOSX wB97M-V def2-TZVPD def2/J DEFGRID3
* xyz 0 3
C -0.3952 -0.2929 1.3329
C -1.9171 -0.1661 1.1156
C 0.4293 0.4184 0.3434
C -1.4344 0.0687 -1.6238
C 2.3311 0.4854 -1.0489
O 1.5181 -0.1964 -0.1184
P -2.5306 -0.7975 -0.5274
Br -1.9861 1.8609 -2.0506
H -0.2082 0.1358 2.3246
H -0.0902 -1.3420 1.3430
H -2.4474 -0.7167 1.8982
H -2.2273 0.8813 1.1911
H 0.3271 1.4855 0.2031
H -1.1270 -0.4458 -2.5205
H 2.2748 -0.0304 -2.0122
H 3.3627 0.4610 -0.6886
H 2.0109 1.5211 -1.1793
H -1.7809 -1.9781 -0.5191
*
```

orbital gap (alpha / beta)	6.74 / 8.67	eV
largest force on an atom	1.8	eV/A
HOMO energy (alpha / beta)	-0.2165 / -0.3483	Eh

Mulliken atomic charge list, values in e, 4 entries: -0.369, -0.813, -0.399, -0.403

***

8.
Molecular formula: C5H10BrP
Method: DFT, wB97M-V/def2-TZVPD

Geometry as ORCA input:
```
! RIJCOSX wB97M-V def2-TZVPD def2/J DEFGRID3
* xyz 0 1
C 1.4063 0.8261 -1.7096
C 1.0005 0.0051 -0.8681
C 1.3840 -1.2516 -0.1698
C 2.6870 -0.7639 0.4844
H 1.0524 1.5420 -2.5191
H 0.7656 -1.8708 0.6018
H 1.5526 -1.8537 -1.1403
H 2.5090 0.0918 1.1691
H 3.4863 -0.4378 -0.3596
H 3.1587 -1.5377 1.0088
C -3.1456 1.2834 0.7230
P -2.3739 0.1932 -0.6057
Br -2.3176 -1.6474 0.3951
H -3.9788 1.8896 0.3441
H -2.3823 1.8982 1.0082
H -3.5741 0.6738 1.4853
H -1.2300 0.9598 0.1525
*
```

energy relative to the best compared isomer or geometry (same formula, charge and spin)	84.7	kcal/mol
orbital gap	9.88	eV
largest force on an atom	4.5	eV/A
SMILES	C#CCC.CPBr
HOMO energy	-0.3381	Eh

Mulliken atomic charge list, values in e, 4 entries: -0.192, -0.397, 0.075, -1.144

***

9.
Molecular formula: C5H10ClN
Method: DFT, wB97M-V/def2-TZVPD

Geometry as ORCA input:
```
! RIJCOSX wB97M-V def2-TZVPD def2/J DEFGRID3
* xyz 0 1
C -1.2887 0.4354 0.5853
C 2.1061 1.3978 0.7353
C 1.1015 -0.5306 -0.6877
C -2.7400 -1.1763 -0.4021
C 1.6569 -0.0031 0.5855
N -1.7286 -0.6892 0.5256
Cl -1.7967 1.8773 -0.2229
H 3.2015 1.4210 0.8451
H 1.7268 1.7443 1.6311
H 1.7461 2.0312 0.0140
H 1.2325 -1.6639 -0.8306
H 1.7065 -0.0033 -1.3849
H 0.1126 -0.2238 -0.9180
H -2.6134 -2.3328 -0.4158
H -2.4383 -0.8766 -1.4256
H -3.7172 -0.8646 -0.2361
H 1.7325 -0.5426 1.6015
*
```

energy relative to the best compared isomer or geometry (same formula, charge and spin)	116.5	kcal/mol
orbital gap (alpha / beta)	9.39 / 6.50	eV
largest force on an atom	4.4	eV/A
HOMO energy (alpha / beta)	-0.3154 / -0.2649	Eh

Mulliken atomic charge list, values in e, 4 entries: 0.221, -1.171, -0.832, -0.777

***

10.
Molecular formula: C5H10ClN
Method: DFT, wB97M-V/def2-TZVPD

Geometry as ORCA input:
```
! RIJCOSX wB97M-V def2-TZVPD def2/J DEFGRID3
* xyz 0 1
C 0.1145 1.4468 -1.7887
C 0.6720 0.8504 -0.5280
N -0.1384 0.3375 0.3774
C -1.5630 0.3441 0.1796
H 0.5409 0.9503 -2.6785
H 0.5127 2.4620 -1.9092
H -0.9972 1.5244 -1.8296
H 1.7316 0.7761 -0.3504
H -1.9441 1.3386 -0.1109
H -1.7205 -0.5477 -0.5547
H -1.9806 0.2083 1.1860
C 0.1113 -1.7861 1.5389
C 1.3207 -1.6134 1.0827
Cl 2.6697 -0.8721 1.9334
H -0.2100 -1.2282 2.3298
H -0.7026 -2.2263 1.0380
H 1.5830 -1.9648 0.0840
*
```

energy relative to the best compared isomer or geometry (same formula, charge and spin)	70.3	kcal/mol
orbital gap	9.01	eV
largest force on an atom	4.7	eV/A
SMILES	C/C=N\C.C=CCl
HOMO energy	-0.2979	Eh

Mulliken atomic charge list, values in e, 4 entries: -1.012, 0.111, -0.286, -1.107